This record from the OMol25 dataset describes a structure of composition C30H64N4NiO7 in a non-equilibrium geometry. The level of theory is wB97M-V/def2-TZVPD.

The electronic energy is -93474.82541 eV. The frontier orbital gap (spin up / spin down) comes out at 6.08 / 6.00 eV. The multiplicity is 3. The calculation puts the energy relative to the best compared isomer or geometry (same formula, charge and spin) at 3.0594 eV. The largest force on an atom is 4.3 eV/A.

Cartesian coordinates (Å):
Ni -12.064 7.255 3.292
C -7.340 5.341 4.698
C -7.955 5.204 3.299
C -6.989 4.024 2.624
C -7.209 2.600 3.206
C -8.677 2.281 3.174
C -9.661 3.360 3.813
N -9.367 4.758 3.249
O -10.393 5.831 3.439
C -9.609 3.315 5.397
C -11.094 2.983 3.401
C -7.546 6.435 2.415
H -6.311 5.692 4.774
H -7.383 4.334 5.107
H -8.020 5.999 5.244
H -5.957 4.332 2.796
H -7.238 3.878 1.573
H -6.972 2.560 4.270
H -6.681 1.912 2.547
H -8.867 1.370 3.744
H -8.950 2.105 2.132
H -10.374 2.684 5.850
H -9.773 4.353 5.686
H -8.653 3.010 5.823
H -11.809 3.449 4.079
H -11.406 1.955 3.600
H -11.318 3.096 2.341
H -7.602 6.323 1.333
H -6.569 6.761 2.772
H -8.195 7.294 2.594
C -13.409 11.727 4.440
C -14.629 10.824 4.458
C -15.840 11.727 4.293
C -16.125 12.198 2.884
C -16.182 11.054 1.890
C -15.689 9.589 2.371
N -14.541 9.808 3.360
O -13.858 8.566 3.704
C -15.040 9.013 1.076
C -16.871 8.822 2.957
C -14.735 10.200 5.957
H -13.428 12.315 3.523
H -12.507 11.125 4.565
H -13.290 12.391 5.298
H -15.696 12.591 4.947
H -16.743 11.416 4.823
H -15.287 12.811 2.552
H -17.098 12.689 2.892
H -15.616 11.330 1.000
H -17.238 10.983 1.626
H -15.818 8.961 0.315
H -14.593 8.076 1.412
H -14.147 9.575 0.803
H -16.621 8.064 3.701
H -17.556 8.279 2.304
H -17.435 9.578 3.504
H -14.731 10.989 6.707
H -13.893 9.509 6.015
H -15.618 9.566 6.054
C -10.943 8.243 5.787
O -11.053 8.567 4.393
C -9.926 9.204 3.832
C -10.174 9.348 2.298
O -10.973 8.407 1.637
C -11.000 8.811 0.216
C -11.712 7.751 -0.570
O -11.697 8.088 -1.949
C -12.056 7.020 -2.792
H -10.129 7.517 5.811
H -11.906 7.819 6.066
H -10.696 9.175 6.295
H -8.964 8.715 3.986
H -9.837 10.252 4.122
H -9.152 9.431 1.921
H -10.691 10.299 2.156
H -9.982 8.734 -0.169
H -11.535 9.748 0.065
H -12.725 7.816 -0.166
H -11.399 6.727 -0.359
H -11.599 7.245 -3.755
H -13.140 6.902 -2.767
H -11.618 6.081 -2.447
C -13.468 5.251 1.238
O -13.036 6.249 1.897
N -14.590 4.649 1.681
C -14.963 3.328 1.090
C -15.490 5.212 2.677
H -12.947 4.815 0.376
H -14.187 2.989 0.404
H -15.865 3.311 0.477
H -15.042 2.560 1.859
H -15.521 6.300 2.621
H -16.511 4.858 2.537
H -15.248 4.884 3.689
C -13.208 5.066 5.588
O -12.951 5.902 4.768
N -14.238 5.204 6.429
C -14.516 4.046 7.284
C -15.057 6.410 6.509
H -12.684 4.108 5.720
H -14.105 4.220 8.280
H -13.917 3.188 6.980
H -15.557 3.725 7.264
H -14.768 7.157 5.767
H -16.121 6.237 6.341
H -14.978 6.935 7.461

Löwdin population analysis, charges in e, atoms 1 to 5:
1 Ni 0.770
2 C -0.054
3 C -0.452
4 C -0.118
5 C -0.209